Below is a 15-piece molecular cluster, C84H212N14O29 overall at a distorted geometry, with properties calculated with ωB97M-V with the def2-TZVPD basis set.

The geometry in XYZ format:
```
339
Properties=species:S:1:pos:R:3:lowdin_charge:R:1
C 4.06037 1.91823 2.15665 -0.10
O 4.53282 3.25129 2.36462 -0.22
C 5.93926 3.30545 2.88727 -0.15
C 6.38586 4.78797 2.88646 -0.18
N 5.61517 5.44413 3.96453 -0.06
C 5.93236 6.86746 4.10410 -0.20
C 7.18593 7.03544 4.95128 -0.22
O 7.58596 8.38946 5.12713 -0.17
C 8.78560 8.46745 5.83495 -0.15
H 3.73953 1.45273 3.08856 0.09
H 4.91278 1.34169 1.79734 0.07
H 3.19706 1.90767 1.49130 0.06
H 6.63234 2.89371 2.15364 0.09
H 6.12568 2.70428 3.77718 0.12
H 6.18386 5.27500 1.93247 0.11
H 7.43468 4.90855 3.15764 0.11
H 4.65951 5.37973 3.64413 0.07
H 5.14413 7.38842 4.64759 0.12
H 5.93842 7.25432 3.08509 0.10
H 7.97885 6.44707 4.48955 0.10
H 7.09130 6.59957 5.94585 0.12
H 9.58414 7.87902 5.38310 0.09
H 8.73988 8.23076 6.89795 0.08
H 9.11422 9.50560 5.88360 0.09
C 5.56221 10.91861 0.59523 -0.11
O 4.37742 10.16370 0.73605 -0.21
C 4.32476 8.89547 0.11821 -0.22
C 3.09583 8.14912 0.64623 -0.18
N 3.27954 7.95885 2.10791 -0.06
C 2.19843 7.11166 2.68811 -0.18
C 2.24882 5.62251 2.20365 -0.20
O 1.31162 5.41659 1.12457 -0.20
C 1.60247 4.21802 0.34821 -0.06
H 5.34794 11.77615 1.23305 0.09
H 5.64218 11.29380 -0.42504 0.08
H 6.49988 10.43199 0.86372 0.09
H 5.16567 8.36672 0.56698 0.11
H 4.36572 8.92528 -0.97061 0.12
H 3.04669 7.15537 0.20109 0.11
H 2.16187 8.66753 0.42927 0.12
H 3.13807 8.85489 2.55197 0.10
H 1.22058 7.54282 2.47355 0.11
H 2.39732 7.13968 3.75944 0.11
H 1.85376 5.12438 3.08902 0.12
H 3.27161 5.40738 1.89423 0.10
H 1.38469 3.36859 0.99561 0.06
H 2.63436 4.14798 0.00409 0.09
H 0.91587 4.12094 -0.49277 0.07
C -7.61499 -3.25200 -3.86988 -0.08
O -7.84651 -2.10125 -3.01402 -0.19
C -7.36337 -0.94206 -3.66938 -0.22
C -8.18212 0.29838 -3.10587 -0.18
N -7.80575 0.47532 -1.74947 -0.06
C -6.45917 0.96263 -1.57071 -0.22
C -6.22246 1.38414 -0.07762 -0.16
O -6.25307 0.25545 0.87527 -0.18
C -5.54947 0.56849 2.04214 -0.13
H -8.13838 -3.13837 -4.81923 0.09
H -8.11571 -4.11435 -3.42973 0.07
H -6.57487 -3.57791 -3.87632 0.08
H -7.39442 -0.93283 -4.75889 0.11
H -6.32484 -0.84693 -3.35236 0.09
H -9.22847 -0.00692 -3.11301 0.11
H -8.09255 1.19799 -3.71478 0.12
H -7.75184 -0.44258 -1.33156 0.11
H -6.33747 1.87529 -2.15411 0.11
H -5.61071 0.32749 -1.82532 0.08
H -6.92633 2.19011 0.12992 0.11
H -5.24710 1.86832 -0.02927 0.10
H -4.46298 0.51880 1.97022 0.08
H -5.84032 -0.23046 2.72419 0.08
H -5.87764 1.48034 2.54106 0.07
C -1.17470 -3.97364 -2.94429 -0.07
O -2.38446 -4.65490 -2.58459 -0.21
C -2.42272 -6.02459 -3.07769 -0.20
C -3.68539 -6.67296 -2.66555 -0.22
N -4.92093 -5.94748 -3.05047 -0.03
C -6.13048 -6.67958 -2.54498 -0.20
C -6.49316 -7.87605 -3.44209 -0.23
O -7.47773 -8.70282 -2.89388 -0.18
C -8.72936 -8.09906 -2.50031 -0.09
H -1.38139 -3.63011 -3.95787 0.09
H -0.24169 -4.53214 -2.86886 0.06
H -1.06547 -3.05186 -2.37290 0.08
H -1.59886 -6.68015 -2.79554 0.10
H -2.28541 -5.91432 -4.15337 0.13
H -3.66316 -6.82294 -1.58614 0.11
H -3.72425 -7.70146 -3.02439 0.11
H -4.83822 -5.03878 -2.61744 0.08
H -6.96891 -5.98436 -2.58740 0.08
H -6.07317 -7.03595 -1.51648 0.12
H -5.57028 -8.38033 -3.72865 0.11
H -6.89915 -7.41963 -4.34483 0.12
H -9.37613 -8.81147 -1.98822 0.09
H -9.33933 -7.81216 -3.35689 0.08
H -8.64986 -7.22562 -1.85310 0.08
C -7.36006 7.03303 -6.69681 -0.12
O -6.40793 6.00284 -6.91713 -0.19
C -6.62983 5.25239 -8.10095 -0.22
C -5.63831 4.14014 -8.44754 -0.23
N -5.30935 3.37246 -7.29202 -0.07
C -4.16497 2.46943 -7.47814 -0.19
C -3.93184 1.62805 -6.24095 -0.24
O -3.56552 2.41439 -5.14340 -0.19
C -3.59159 1.83357 -3.84771 -0.08
H -7.08380 7.68756 -5.87014 0.09
H -8.38522 6.69092 -6.55494 0.08
H -7.45223 7.71890 -7.53894 0.08
H -6.66515 5.97576 -8.91556 0.12
H -7.60043 4.78173 -7.94434 0.12
H -4.71378 4.53483 -8.86894 0.11
H -6.10801 3.56108 -9.24263 0.12
H -5.18550 3.91994 -6.45235 0.11
H -3.28100 3.05512 -7.73038 0.12
H -4.47029 1.79636 -8.27930 0.12
H -3.08415 0.97958 -6.46233 0.12
H -4.79311 0.99212 -6.03626 0.12
H -3.20558 2.54908 -3.12167 0.08
H -2.98413 0.92878 -3.82627 0.08
H -4.62052 1.61808 -3.55968 0.07
C -3.03901 4.16999 0.74811 -0.10
O -4.25075 4.04861 1.53565 -0.20
C -5.27047 4.93574 1.03085 -0.20
C -6.28396 5.22841 2.16722 -0.20
N -7.24480 4.15035 2.42305 -0.04
C -8.18529 4.36162 3.51033 -0.21
C -9.04914 5.65258 3.41521 -0.20
O -8.34969 6.87581 3.52912 -0.23
C -7.57277 7.13127 4.67913 -0.10
H -2.54210 5.13152 0.87712 0.09
H -3.20954 4.03796 -0.32035 0.07
H -2.33555 3.35135 0.90002 0.06
H -5.84844 4.50973 0.21073 0.11
H -4.79747 5.86537 0.71441 0.12
H -6.81097 6.09900 1.77677 0.11
H -5.72456 5.53310 3.05172 0.11
H -6.65313 3.33747 2.51926 0.07
H -7.70096 4.28844 4.48407 0.11
H -8.95818 3.60432 3.37912 0.11
H -9.82251 5.67478 4.18300 0.11
H -9.55320 5.55074 2.45414 0.12
H -8.26993 6.89573 5.48324 0.09
H -7.17008 8.14389 4.65594 0.10
H -6.75694 6.41086 4.73861 0.06
C 4.80292 -1.85983 1.81694 -0.15
O 6.13185 -1.52812 1.61401 -0.20
C 6.93258 -1.59979 2.84879 -0.18
C 8.39747 -1.36296 2.62973 -0.22
N 9.18422 -2.36502 1.90810 -0.07
C 10.06798 -3.16899 2.72530 -0.21
C 10.42947 -4.47900 2.01621 -0.18
O 10.91953 -5.41111 3.02214 -0.21
C 11.24274 -6.67440 2.51259 -0.13
H 4.24919 -1.15991 2.44272 0.08
H 4.70297 -2.93122 1.99086 0.09
H 4.33941 -1.82583 0.83098 0.06
H 6.80569 -2.56055 3.34774 0.12
H 6.55286 -0.81031 3.49735 0.12
H 8.93432 -1.08301 3.53610 0.12
H 8.47242 -0.46659 2.01410 0.12
H 9.63252 -1.99687 1.08130 0.11
H 9.61841 -3.32816 3.70542 0.12
H 10.93686 -2.56626 2.98956 0.11
H 11.17065 -4.28262 1.24150 0.12
H 9.55966 -4.92531 1.53420 0.12
H 11.37700 -7.39893 3.31578 0.09
H 12.17438 -6.45462 1.99121 0.09
H 10.52726 -7.13500 1.83139 0.08
C -7.76501 -5.93611 8.69942 -0.11
O -7.37593 -4.93218 7.76613 -0.21
C -7.74417 -3.57566 8.12361 -0.20
C -7.33141 -2.41171 7.13666 -0.17
N -5.88497 -2.09551 7.20973 -0.07
C -5.46012 -1.51028 5.99849 -0.24
C -3.96616 -0.99737 6.03503 -0.14
O -3.57481 -0.95994 4.63379 -0.23
C -2.31388 -0.41178 4.33534 -0.13
H -8.82889 -5.77277 8.87140 0.08
H -7.19470 -5.81987 9.62100 0.08
H -7.63065 -6.94161 8.30066 0.09
H -7.31515 -3.44852 9.11754 0.11
H -8.82471 -3.49017 8.23865 0.11
H -7.96405 -1.53990 7.30344 0.11
H -7.61820 -2.88582 6.19801 0.12
H -5.83626 -1.44478 7.98062 0.11
H -6.05807 -0.65719 5.67787 0.11
H -5.65637 -2.24292 5.21565 0.11
H -3.25481 -1.66989 6.51442 0.11
H -3.92709 -0.00502 6.48426 0.12
H -2.32043 0.67309 4.22980 0.08
H -1.89505 -0.69036 3.36835 0.07
H -1.57640 -0.56997 5.12223 0.08
C 1.10660 -3.11003 3.96888 -0.10
O 0.28844 -4.21702 4.19292 -0.25
C -0.96908 -3.97577 4.81450 -0.16
C -1.64972 -5.36160 4.97283 -0.19
N -0.91620 -6.25692 5.83400 -0.07
C -1.67590 -7.41790 6.28033 -0.19
C -0.67527 -8.16470 7.14277 -0.25
O -0.13870 -9.20993 6.37825 -0.20
C 1.01520 -9.88906 6.93582 -0.09
H 0.48549 -2.54233 3.27604 0.08
H 2.12164 -3.21668 3.58621 0.08
H 1.23328 -2.46281 4.83672 0.09
H -1.52078 -3.28772 4.17393 0.10
H -0.80696 -3.48283 5.77305 0.12
H -1.87968 -5.91431 4.06194 0.10
H -2.66318 -5.16564 5.32301 0.12
H -0.01231 -6.49047 5.44856 0.11
H -2.01409 -8.07731 5.48101 0.12
H -2.49653 -7.14954 6.94565 0.12
H -1.26677 -8.61170 7.94178 0.11
H 0.11870 -7.57188 7.59694 0.12
H 1.23843 -10.88688 6.55818 0.08
H 0.82960 -10.12859 7.98286 0.08
H 1.91992 -9.29307 6.81593 0.08
C 0.67837 3.30567 -3.39208 -0.06
O 2.07170 3.49175 -3.78836 -0.18
C 2.64964 2.46743 -4.53155 -0.25
C 4.14915 2.69079 -4.80763 -0.14
N 4.62135 1.73810 -5.88294 -0.04
C 3.93127 1.65625 -7.17965 -0.20
C 4.18798 2.79696 -8.15052 -0.23
O 3.41096 3.97980 -7.93505 -0.18
C 3.57377 4.89956 -9.03332 -0.09
H 0.35116 4.15986 -2.79930 0.08
H 0.51155 2.45729 -2.72836 0.06
H -0.05478 3.16131 -4.18565 0.09
H 2.01811 2.37609 -5.41526 0.11
H 2.41140 1.51020 -4.06782 0.09
H 4.72010 2.48691 -3.90178 0.09
H 4.28815 3.73663 -5.08151 0.10
H 5.62505 1.64619 -5.81783 0.10
H 2.86921 1.42213 -7.10683 0.11
H 4.27013 0.72405 -7.63163 0.11
H 3.97590 2.33835 -9.11634 0.11
H 5.25350 3.02569 -8.17117 0.11
H 2.73820 5.59898 -9.00629 0.09
H 3.78557 4.33831 -9.94340 0.08
H 4.47364 5.50520 -8.92597 0.06
C 3.08135 -7.66591 3.77643 -0.10
O 3.09224 -7.29075 2.41103 -0.18
C 2.30176 -6.21273 2.05584 -0.22
C 0.82476 -6.58297 1.69886 -0.18
N -0.07876 -5.45404 1.69107 -0.05
C -1.35739 -5.93480 1.12106 -0.16
C -2.35693 -4.74353 1.08582 -0.21
O -3.04517 -4.63168 2.32529 -0.21
C -3.99771 -3.53597 2.31691 -0.06
H 3.47323 -6.87291 4.41336 0.09
H 3.72721 -8.52552 3.95537 0.09
H 2.12179 -8.03410 4.13941 0.07
H 2.80735 -5.76433 1.20061 0.10
H 2.40949 -5.45324 2.83022 0.11
H 0.51237 -7.23544 2.51422 0.11
H 0.79334 -7.21195 0.80920 0.11
H -0.06635 -5.05153 2.61732 0.07
H -1.80480 -6.72761 1.72055 0.11
H -1.27689 -6.48864 0.18571 0.11
H -3.16453 -4.90896 0.37272 0.10
H -1.84776 -3.87023 0.67814 0.11
H -3.39242 -2.65203 2.11598 0.07
H -4.54355 -3.45115 3.25657 0.08
H -4.71482 -3.56389 1.49650 0.08
C 0.89668 -8.39900 -3.61723 -0.14
O 1.56399 -7.16256 -3.62426 -0.20
C 1.84149 -6.65313 -2.26212 -0.16
C 2.87755 -5.50052 -2.27402 -0.16
N 2.25808 -4.18789 -2.43318 -0.08
C 3.21770 -3.15331 -2.70874 -0.19
C 2.50460 -1.87890 -3.18771 -0.22
O 1.46538 -2.14871 -4.06970 -0.16
C 0.70628 -1.01365 -4.36093 -0.09
H -0.04332 -8.39323 -3.06546 0.07
H 1.49587 -9.15696 -3.11267 0.08
H 0.79102 -8.77769 -4.63386 0.09
H 2.18177 -7.46901 -1.62443 0.11
H 0.86441 -6.32866 -1.90416 0.10
H 3.56518 -5.70426 -3.09484 0.12
H 3.38460 -5.38918 -1.31558 0.12
H 1.64518 -4.15094 -3.23511 0.09
H 3.99153 -3.48106 -3.40290 0.12
H 3.74878 -2.86536 -1.80147 0.12
H 3.26752 -1.27430 -3.67811 0.12
H 2.17187 -1.32334 -2.31094 0.08
H 0.53288 -0.47814 -3.42751 0.07
H -0.27448 -1.20551 -4.79613 0.09
H 1.14622 -0.29006 -5.04719 0.08
C 6.67537 5.91154 -7.01001 -0.07
O 6.49255 5.41277 -5.63588 -0.19
C 6.42207 6.52752 -4.78365 -0.23
C 5.72630 6.10303 -3.40665 -0.18
N 6.51781 5.00159 -2.83112 -0.04
C 5.73565 4.37973 -1.74448 -0.20
C 6.49595 3.13546 -1.23493 -0.18
O 6.35562 2.07319 -2.19517 -0.23
C 7.13219 0.92552 -1.90169 -0.10
H 6.72752 5.12344 -7.76119 0.08
H 7.61717 6.45410 -7.09215 0.08
H 5.90121 6.62201 -7.29988 0.08
H 5.79600 7.31154 -5.20962 0.11
H 7.41080 6.96232 -4.63715 0.12
H 4.74171 5.76144 -3.72601 0.10
H 5.55331 6.95301 -2.74655 0.11
H 6.51785 4.32057 -3.57698 0.08
H 4.73526 4.11973 -2.09050 0.10
H 5.47034 5.11715 -0.98692 0.11
H 6.01851 2.83896 -0.30099 0.10
H 7.56247 3.34025 -1.14174 0.12
H 8.20503 1.11582 -1.87176 0.09
H 6.99577 0.15419 -2.65967 0.09
H 6.79503 0.44712 -0.98214 0.08
C -3.81656 -1.72684 -1.29739 -0.10
O -2.85554 -0.74439 -1.62808 -0.20
C -1.99290 -0.38751 -0.49256 -0.16
C -1.10236 0.79457 -0.82827 -0.21
N -0.44997 1.40066 0.31324 -0.03
C 0.62156 0.59889 0.94057 -0.18
C 1.75679 0.08267 0.01935 -0.20
O 2.22128 1.19730 -0.72323 -0.20
C 3.48437 1.04811 -1.31224 -0.09
H -3.28720 -2.67559 -1.20935 0.06
H -4.46681 -1.97184 -2.13717 0.09
H -4.32271 -1.48704 -0.36228 0.08
H -1.35277 -1.23090 -0.23366 0.11
H -2.56841 -0.22398 0.41856 0.11
H -1.69668 1.59561 -1.26784 0.11
H -0.41966 0.56734 -1.64705 0.09
H 0.08667 2.19815 0.00322 0.05
H 0.23204 -0.31192 1.39530 0.10
H 1.04940 1.13179 1.78973 0.10
H 1.35903 -0.70070 -0.62578 0.10
H 2.55985 -0.35686 0.61096 0.10
H 4.28070 0.73022 -0.63924 0.08
H 3.62321 2.00637 -1.81279 0.08
H 3.51777 0.25676 -2.06107 0.07
O 1.87740 -3.43251 0.59053 -0.06
H 1.23386 -4.07119 0.89742 -0.02
H 1.89871 -3.55061 -0.35912 -0.01
```

The value obtained for the HOMO energy is -0.30613 Ha. Its energy is -170760.0306 eV.